Record 1
A molecular structure, C4HCaLiO4. Source: OMol25; level of theory: ωB97M-V/def2-TZVPD.

## Properties
DFT total energy = -30979.971 eV
Total charge = +2
ΔE to the lowest compared entry with this formula, charge and spin = 0.209 eV
LUMO energy = -9.23 eV
Orbital gap = 8.67 eV

Element x y z (Å)
O -1.44 -2.24 -1.46
C -1.97 -2.48 -2.43
C 1.60 -0.24 0.59
C 1.43 -0.32 1.82
H 1.41 -0.86 2.75
Li -0.51 -1.49 0.26
O 0.15 2.47 0.42
C 0.19 1.33 -0.03
O -0.82 0.61 -0.28
O 1.41 0.81 -0.26
Ca -1.46 2.41 -1.41


Record 2
C4H8O2 in the gas phase. Source: OMol25; level of theory: ωB97M-V/def2-TZVPD.

## Properties
DFT total energy = -8367.366 eV
ΔE to the lowest compared entry with this formula, charge and spin = 5.916 eV
LUMO energy = 0.98 eV
Orbital gap = 9.36 eV
SMILES = C[C@H]1O[C@H]1CO

Element x y z (Å)
C 0.18 -1.83 -0.22
C -0.18 -0.55 0.50
O 0.63 -0.29 1.56
C 0.59 0.89 0.82
C 0.50 0.76 -0.95
O 0.45 2.13 -1.15
H 1.22 -1.85 -0.53
H -0.46 -2.04 -1.08
H 0.04 -2.64 0.51
H -1.23 -0.38 0.67
H -0.28 1.51 1.14
H -0.29 0.40 -1.65
H 1.43 0.28 -1.26
H 1.12 2.42 -0.51


Record 3
A molecular structure, C2H6CsO5S. Source: OMol25; level of theory: ωB97M-V/def2-TZVPD.

## Properties
DFT total energy = -23790.153 eV
LUMO energy (spin up / spin down) = -0.65 / -2.36 eV
Orbital gap (spin up / spin down) = 8.59 / 6.59 eV
⟨S²⟩ = 0.7638
Spin multiplicity = 2

Element x y z (Å)
Cs 1.51 0.39 1.12
S 2.69 -3.17 0.98
O 2.43 -4.61 1.07
O 3.76 -2.78 1.88
O 3.01 -2.80 -0.39
O 1.50 -2.40 1.35
C -1.86 2.65 -0.65
C -1.26 1.26 -0.97
O -1.53 0.37 0.11
H -1.59 3.36 -1.43
H -1.43 2.92 0.31
H -2.93 2.54 -0.46
H -0.19 1.39 -1.07
H -1.65 0.71 -1.83
H -2.46 0.15 0.00


Record 4
A molecular structure, C21H19F6I2MoNO5Sb. Source: OMol25; level of theory: ωB97M-V/def2-TZVPD.

## Properties
DFT total energy = -74701.408 eV
Total charge = +2
ΔE to the lowest compared entry with this formula, charge and spin = 0.998 eV
LUMO energy (spin up / spin down) = -9.74 / -9.64 eV
Orbital gap (spin up / spin down) = 4.21 / 4.21 eV
⟨S²⟩ = 0.7636
Spin multiplicity = 2

Element x y z (Å)
Mo -0.40 0.17 -0.92
C 0.07 4.30 -1.32
C -0.24 3.05 -2.12
C -0.03 3.22 -3.62
O 0.61 1.96 -1.61
C -1.67 2.59 -1.88
O -2.64 3.26 -1.90
O -1.77 1.22 -1.60
H 1.09 4.62 -1.51
H -0.06 4.13 -0.25
H -0.61 5.09 -1.63
H 0.99 3.55 -3.82
H -0.72 4.00 -3.96
H -0.23 2.30 -4.16
H 1.37 1.80 -2.21
I -2.31 2.15 3.60
C -2.79 0.42 2.61
C -3.81 -0.41 3.06
C -4.16 -1.58 2.39
I -5.68 -2.70 3.15
C -3.47 -1.97 1.19
C -3.73 -3.12 0.42
C -3.00 -3.38 -0.71
C -2.00 -2.49 -1.10
N -1.73 -1.39 -0.39
C -2.45 -1.13 0.73
C -2.08 0.08 1.43
O -1.13 0.79 0.96
H -4.35 -0.14 3.96
H -4.52 -3.80 0.73
H -3.19 -4.25 -1.31
H -1.40 -2.64 -1.99
F 0.08 -0.52 -2.75
Sb 1.91 -0.87 -3.73
F 2.57 -0.11 -2.12
F 1.70 0.92 -4.27
F 3.56 -1.18 -4.49
F 0.83 -1.46 -5.10
F 1.77 -2.50 -2.83
C 2.71 -2.35 0.06
C 1.97 -1.26 0.73
O 1.07 -0.68 0.05
C 2.28 -0.76 2.04
C 2.97 -1.56 2.97
C 3.26 -1.07 4.23
C 2.89 0.23 4.56
C 2.22 1.04 3.65
C 1.90 0.55 2.40
H 2.07 -2.91 -0.63
H 3.22 -3.00 0.76
H 3.47 -1.85 -0.55
H 3.27 -2.56 2.71
H 3.78 -1.69 4.94
H 3.13 0.61 5.54
H 1.97 2.06 3.92
H 1.41 1.19 1.68


Record 5
H10Si4 in the gas phase. Source: OMol25; level of theory: ωB97M-V/def2-TZVPD.

## Properties
DFT total energy = -31668.885 eV
ΔE to the lowest compared entry with this formula, charge and spin = 0.385 eV
LUMO energy = -0.37 eV
Orbital gap = 10.00 eV
SMILES = [SiH3][SiH2][SiH2][SiH3]

Element x y z (Å)
Si 1.43 -1.46 1.88
Si -2.02 0.05 -1.79
Si 1.02 0.59 0.96
Si -0.43 1.34 -0.72
H 1.57 -1.76 3.28
H 2.54 -2.27 1.46
H 0.39 -2.41 1.61
H -2.58 -1.23 -1.35
H -1.97 -0.04 -3.28
H -3.24 0.88 -1.65
H 2.35 0.99 0.59
H 0.81 1.59 2.01
H 0.60 1.06 -1.73
H -0.47 2.68 -1.28


Record 6
A gas-phase ion, C10H22N3 (charge +1). Source: OMol25; level of theory: ωB97M-V/def2-TZVPD.

## Properties
DFT total energy = -15188.932 eV
Total charge = +1
ΔE to the lowest compared entry with this formula, charge and spin = 2.859 eV
LUMO energy = -2.88 eV
Orbital gap = 9.40 eV
SMILES = CC(C)(C)[C@H]1[C@H]([NH+]=C(N)N)C1(C)C

Element x y z (Å)
C 2.27 -1.23 -1.88
C -0.79 -0.14 0.48
C 0.63 0.02 -0.53
C 0.64 -0.14 1.01
C 1.07 -1.52 1.42
C 1.09 1.02 1.87
C -2.89 0.41 1.56
C -2.72 0.50 -1.06
C -1.52 2.32 0.42
C -1.99 0.82 0.36
N 2.49 -2.29 -2.65
N 3.24 -0.31 -1.71
N 0.99 -1.14 -1.36
H -1.14 -1.10 0.12
H 0.80 0.99 -1.08
H 1.61 -2.02 0.60
H 0.12 -1.87 1.83
H 1.88 -1.31 2.17
H 1.06 0.79 2.97
H 0.38 1.87 1.72
H 2.11 1.36 1.54
H -2.58 0.91 2.51
H -3.02 -0.71 1.55
H -3.94 0.87 1.25
H -1.97 0.24 -1.85
H -3.49 -0.26 -0.92
H -3.16 1.43 -1.42
H -2.37 2.88 -0.03
H -0.63 2.36 -0.29
H -1.07 2.77 1.31
H 3.34 -2.24 -3.15
H 1.84 -2.98 -2.79
H 4.14 -0.38 -2.08
H 3.18 0.01 -0.75
H 0.40 -1.96 -1.15


Record 7
C4H9N3O2 in the gas phase. Source: OMol25; level of theory: ωB97M-V/def2-TZVPD.

## Properties
DFT total energy = -12855.296 eV
ΔE to the lowest compared entry with this formula, charge and spin = 4.631 eV
LUMO energy = 0.86 eV
Orbital gap = 9.73 eV

Element x y z (Å)
C 1.25 0.70 1.08
C -0.58 -1.97 0.59
N -0.06 0.69 0.36
C 1.22 0.51 -0.40
C -0.58 -0.83 -0.38
N -0.91 1.81 0.34
O 1.70 1.52 -1.19
N -1.45 -0.53 -1.25
O 1.06 -0.72 -0.92
H 1.45 1.27 -2.10
H -0.45 2.52 -0.23
H -1.69 1.47 -0.24
H -2.19 -1.22 -1.34
H 1.45 -0.13 1.74
H 1.51 1.69 1.45
H 0.23 -1.90 1.32
H -0.44 -2.90 0.03
H -1.53 -2.00 1.12


Record 8
3 unconnected molecules or ions with the total composition C9H12FN3. Source: OMol25; level of theory: ωB97M-V/def2-TZVPD.

## Properties
DFT total energy = -16704.662 eV
ΔE to the lowest compared entry with this formula, charge and spin = 11.023 eV
LUMO energy = -1.67 eV
Orbital gap = 7.54 eV

Element x y z (Å)
C -3.79 0.08 -0.08
C -1.19 0.21 0.06
C 0.05 -0.24 -0.81
C 1.43 -0.26 -0.42
C 2.26 -1.40 -0.19
C 3.46 -1.21 0.47
C 4.04 -0.01 0.57
C 3.43 1.15 0.15
C 2.02 1.00 -0.22
H -3.93 0.25 2.38
H -3.22 2.33 0.14
H -5.46 -0.54 0.04
H -2.51 -0.44 -1.52
H -0.62 1.02 0.78
H -1.10 -0.77 0.72
H -0.08 0.08 -1.94
H -0.14 -1.44 -1.04
H 1.97 -2.44 -0.26
H 4.00 -2.25 0.64
H 5.13 0.28 0.91
H 3.98 2.12 0.01
N -4.12 1.18 0.91
N -4.53 -1.06 -0.11
N -2.48 0.21 -0.64
F 1.39 2.14 -0.55


Record 9
A molecular structure, C25H27F3N5OZn. Source: OMol25; level of theory: ωB97M-V/def2-TZVPD.

## Properties
DFT total energy = -92428.900 eV
ΔE to the lowest compared entry with this formula, charge and spin = 0.848 eV
LUMO energy (spin up / spin down) = 0.15 / 0.15 eV
Orbital gap (spin up / spin down) = 3.95 / 8.10 eV
⟨S²⟩ = 0.7657
Spin multiplicity = 2

Element x y z (Å)
Zn -0.40 0.13 -0.78
C -1.92 2.71 -1.55
C -0.50 3.16 -1.21
N 0.48 2.13 -1.55
C 0.77 1.99 -2.99
C 0.19 0.72 -3.60
C 0.54 0.30 -4.85
C -0.01 -0.89 -5.39
C -0.91 -1.61 -4.55
C -1.22 -1.14 -3.31
C -2.13 -1.90 -2.37
N -2.15 -1.37 -0.99
C -3.36 -0.63 -0.63
C -3.39 0.75 -1.25
N -2.27 1.54 -0.76
N -0.72 0.05 -2.80
H -2.61 3.56 -1.40
H -1.97 2.43 -2.60
H -0.29 4.10 -1.74
H -0.43 3.35 -0.14
H 1.33 2.30 -1.04
H 0.39 2.87 -3.51
H 1.85 1.99 -3.13
H 1.25 0.90 -5.42
H 0.25 -1.24 -6.38
H -1.34 -2.55 -4.88
H -3.16 -1.92 -2.76
H -1.80 -2.94 -2.33
H -2.00 -2.11 -0.33
H -4.26 -1.18 -0.93
H -3.38 -0.54 0.46
H -3.28 0.67 -2.33
H -4.37 1.22 -1.05
H -2.40 1.79 0.22
O 1.26 -1.22 -1.38
N 2.34 -1.87 -1.17
C 3.16 -2.13 -2.21
C 4.32 -2.85 -2.03
C 4.66 -3.31 -0.77
C 3.81 -3.03 0.29
C 2.65 -2.31 0.07
H 2.80 -1.74 -3.16
H 4.95 -3.04 -2.89
H 5.57 -3.88 -0.61
H 4.03 -3.37 1.29
H 1.94 -2.03 0.83
F -0.60 2.03 8.50
C 0.23 1.05 8.08
F -0.15 -0.07 8.73
F 1.46 1.37 8.53
C 0.18 0.88 6.59
C -1.03 0.55 6.00
C -1.11 0.39 4.63
C 0.02 0.55 3.83
C 1.23 0.88 4.44
C 1.31 1.04 5.81
C -0.06 0.38 2.40
C -0.14 0.24 1.19
H -1.91 0.43 6.62
H -2.05 0.13 4.17
H 2.11 1.01 3.82
H 2.26 1.30 6.28


Record 10
5 unconnected molecules or ions with the total composition C40H87N5O5. Source: OMol25; level of theory: ωB97M-V/def2-TZVPD.

## Properties
DFT total energy = -60574.068 eV
ΔE to the lowest compared entry with this formula, charge and spin = 0.135 eV
LUMO energy = 0.53 eV
Orbital gap = 8.72 eV
SMILES = CC1(C)CCCC(C)(C)N1O.CC1(C)CCCC(C)(C)N1O.CC1(C)CCCC(C)(C)N1O.CC1(C)CCCC(C)(C)N1O.COC[C@H](C)N

Element x y z (Å)
C 1.09 8.65 -0.33
C 1.06 7.15 0.00
C 1.36 6.36 -1.28
C 2.83 6.34 -1.62
C 3.56 5.71 -0.45
C 3.44 6.55 0.82
N 2.00 6.75 1.06
O 1.85 7.65 2.16
C 3.98 5.75 2.00
C 4.25 7.86 0.69
C -0.34 6.80 0.46
H 2.07 9.02 -0.60
H 0.71 9.26 0.49
H 0.44 8.86 -1.19
H 0.92 5.35 -1.22
H 0.77 6.82 -2.09
H 3.22 7.34 -1.82
H 3.02 5.75 -2.52
H 4.63 5.60 -0.68
H 3.26 4.68 -0.24
H 3.58 6.15 2.93
H 3.54 4.74 2.00
H 5.06 5.63 1.96
H 4.94 7.94 1.53
H 4.90 7.86 -0.20
H 3.66 8.76 0.62
H -1.09 7.17 -0.24
H -0.60 7.32 1.39
H -0.51 5.74 0.63
H 1.36 7.12 2.80
C 4.32 -1.45 3.30
C 4.41 -2.86 3.90
C 3.07 -3.28 4.51
C 2.04 -3.80 3.52
C 2.66 -4.89 2.62
C 3.99 -4.51 1.95
N 4.83 -3.85 2.93
O 6.11 -3.55 2.38
C 4.65 -5.84 1.54
C 3.71 -3.66 0.71
C 5.40 -2.82 5.05
H 5.24 -1.29 2.74
H 4.34 -0.66 4.06
H 3.43 -1.30 2.69
H 3.20 -4.06 5.26
H 2.61 -2.41 5.00
H 1.48 -3.08 2.92
H 1.27 -4.30 4.12
H 1.92 -5.10 1.84
H 2.77 -5.79 3.22
H 3.96 -6.53 1.05
H 5.54 -5.61 0.96
H 4.97 -6.35 2.46
H 4.63 -3.53 0.13
H 2.91 -4.06 0.10
H 3.43 -2.64 0.99
H 5.11 -2.05 5.75
H 6.41 -2.58 4.69
H 5.47 -3.78 5.57
H 6.71 -4.05 2.94
C -2.67 -1.08 -2.22
C -2.52 0.18 -3.07
C -1.39 -0.06 -4.09
C -1.30 1.00 -5.19
C -2.66 1.20 -5.86
C -3.77 1.50 -4.83
N -3.73 0.43 -3.85
O -4.84 0.53 -2.95
C -3.65 2.94 -4.33
C -5.09 1.38 -5.60
C -2.11 1.33 -2.15
H -3.31 -1.84 -2.68
H -3.03 -0.87 -1.22
H -1.68 -1.53 -2.09
H -0.46 0.02 -3.53
H -1.50 -1.04 -4.55
H -0.58 0.58 -5.90
H -0.88 1.96 -4.89
H -2.91 0.35 -6.49
H -2.61 2.09 -6.50
H -3.86 3.64 -5.13
H -4.38 3.14 -3.53
H -2.67 3.14 -3.92
H -5.16 0.40 -6.08
H -5.93 1.43 -4.90
H -5.19 2.11 -6.39
H -1.36 2.01 -2.58
H -1.62 0.97 -1.24
H -2.92 1.99 -1.85
H -5.29 -0.31 -3.08
C -6.55 -3.86 0.16
C -5.09 -3.90 0.54
C -4.97 -4.69 1.85
C -3.58 -5.27 2.05
C -3.21 -6.13 0.87
C -3.14 -5.36 -0.45
N -4.37 -4.58 -0.54
O -4.48 -3.86 -1.75
C -1.90 -4.45 -0.46
C -3.08 -6.40 -1.57
C -4.59 -2.47 0.75
H -6.91 -4.87 -0.06
H -6.78 -3.22 -0.70
H -7.15 -3.53 1.01
H -5.15 -3.99 2.68
H -5.77 -5.43 1.93
H -3.49 -5.83 2.99
H -2.85 -4.46 2.21
H -3.90 -6.98 0.79
H -2.23 -6.60 1.06
H -1.74 -4.02 0.53
H -1.01 -5.03 -0.71
H -2.03 -3.56 -1.08
H -3.89 -7.11 -1.40
H -3.29 -5.95 -2.54
H -2.17 -7.00 -1.53
H -3.54 -2.37 1.01
H -5.26 -1.94 1.44
H -4.69 -1.89 -0.17
H -4.96 -4.46 -2.34
C 0.94 2.74 1.76
C 1.55 1.37 1.55
C 1.17 0.81 0.17
O 1.40 -0.57 0.04
C 0.42 -1.36 0.66
N 3.01 1.48 1.68
H 1.27 3.46 1.00
H 1.24 3.15 2.72
H -0.15 2.70 1.72
H 1.23 0.64 2.30
H 1.81 1.26 -0.59
H 0.13 1.07 -0.06
H 0.57 -1.47 1.75
H 0.38 -2.39 0.31
H -0.57 -0.89 0.57
H 3.42 2.09 0.98
H 3.44 0.57 1.64


Record 11
A molecular structure, C26H18F5N4O3RbS. Source: OMol25; level of theory: ωB97M-V/def2-TZVPD.

## Properties
DFT total energy = -64438.028 eV
Total charge = -2
ΔE to the lowest compared entry with this formula, charge and spin = 0.000 eV
LUMO energy = 4.04 eV
Orbital gap = 5.41 eV

Element x y z (Å)
Rb -0.04 0.37 -0.09
O 2.73 3.36 2.50
C 2.50 2.41 1.71
N 2.01 1.21 1.91
C 1.95 0.69 3.22
C 2.91 1.03 4.18
C 2.96 0.44 5.43
C 2.01 -0.52 5.76
C 1.03 -0.86 4.85
C 0.96 -0.28 3.57
N 0.03 -0.69 2.61
C -1.14 -1.18 2.97
O -1.71 -1.24 4.09
C -1.97 -1.72 1.80
C -3.36 -1.80 1.97
C -4.14 -2.27 0.93
C -3.53 -2.67 -0.24
C -2.15 -2.57 -0.32
N -1.39 -2.11 0.67
C 2.87 2.72 0.25
C 3.74 3.79 0.03
C 4.15 4.07 -1.26
C 3.67 3.30 -2.31
C 2.78 2.28 -2.01
N 2.39 1.99 -0.77
H 3.64 1.79 3.91
H 3.73 0.73 6.13
H 2.03 -0.99 6.74
H 0.27 -1.58 5.11
H -3.76 -1.48 2.92
H -5.22 -2.31 1.03
H -4.10 -3.03 -1.09
H -1.62 -2.84 -1.24
H 4.06 4.36 0.89
H 4.84 4.89 -1.45
H 3.96 3.49 -3.34
H 2.34 1.68 -2.79
F -6.75 -1.27 -3.43
C -5.41 -1.08 -3.41
C -4.82 -0.31 -2.43
F -5.60 0.24 -1.47
C -3.46 -0.12 -2.41
F -2.98 0.63 -1.41
C -2.59 -0.67 -3.37
S -0.88 -0.44 -3.37
C -3.24 -1.44 -4.35
F -2.53 -2.02 -5.33
C -4.60 -1.64 -4.38
F -5.17 -2.39 -5.35
C -0.99 2.61 3.55
C -1.43 3.41 2.34
O -0.65 3.10 1.18
H -1.59 2.88 4.42
H 0.06 2.82 3.78
H -1.09 1.54 3.37
H -1.36 4.49 2.54
H -2.47 3.19 2.07
H 0.27 3.04 1.48


Record 12
2 unconnected molecules or ions with the total composition C3HCl3O. Source: OMol25; level of theory: ωB97M-V/def2-TZVPD.

## Properties
DFT total energy = -42737.763 eV
ΔE to the lowest compared entry with this formula, charge and spin = 3.677 eV
LUMO energy (spin up / spin down) = -0.86 / -0.86 eV
Orbital gap (spin up / spin down) = 8.57 / 8.58 eV

Element x y z (Å)
C 0.38 -1.34 -1.21
C -0.52 0.05 0.47
C -0.03 1.19 0.74
O 0.52 -0.98 -2.31
Cl -1.80 -0.67 1.27
Cl -0.48 2.28 2.06
Cl 1.26 1.87 -0.31
H 0.67 -2.41 -0.71